A molecular structure, C29H26CuN4O7, computed with ωB97M-V/def2-TZVPD.

Strongest force on any atom   0.139 eV/Å
E_tot   -95428.285 eV
Orbital gap (alpha / beta)   7.776 / 7.761 eV
LUMO energy (alpha / beta)   0.1 / -0.1 eV

```
! wB97M-V def2-TZVPD RIJCOSX def2/J DEFGRID3
* xyz 0 2
Cu 0.810 2.039 0.098
O -1.835 4.734 2.656
C -0.763 3.962 2.407
O -0.648 2.835 2.799
C 0.294 4.697 1.639
C 0.482 6.058 1.790
C 1.569 6.651 1.156
C 2.425 5.867 0.409
C 2.149 4.511 0.289
N 1.098 3.949 0.880
C 3.055 3.566 -0.509
O 4.067 4.038 -0.996
O 2.636 2.359 -0.552
H -2.460 4.188 3.158
H -0.200 6.629 2.402
H 1.746 7.713 1.262
H 3.300 6.254 -0.092
C 0.892 -5.827 1.859
O 0.559 -4.523 1.419
C -0.399 -4.409 0.456
C -1.094 -5.469 -0.100
C -2.035 -5.234 -1.099
C -2.259 -3.948 -1.549
C -1.552 -2.882 -1.002
C -0.638 -3.096 0.018
N 0.120 -2.084 0.627
C -0.051 -0.730 0.433
N -1.325 -0.309 0.520
C -1.881 0.921 0.103
C -1.122 2.055 -0.139
C -1.816 3.197 -0.559
C -3.192 3.211 -0.705
C -3.937 2.068 -0.430
C -3.277 0.922 -0.029
O -3.911 -0.255 0.291
C -5.176 -0.485 -0.302
N 0.963 0.067 0.258
C 2.225 -0.533 -0.016
C 3.285 -0.357 0.853
C 4.534 -0.896 0.571
C 4.716 -1.612 -0.597
C 3.663 -1.794 -1.488
C 2.418 -1.252 -1.205
O 1.326 -1.367 -2.009
C 1.461 -2.135 -3.189
H 1.680 -5.703 2.597
H 1.260 -6.440 1.033
H 0.034 -6.317 2.324
H -0.913 -6.479 0.239
H -2.579 -6.067 -1.524
H -2.974 -3.762 -2.340
H -1.705 -1.881 -1.381
H 1.047 -2.361 0.914
H -2.003 -1.013 0.768
H -1.266 4.107 -0.778
H -3.699 4.111 -1.031
H -5.013 2.075 -0.535
H -5.951 0.136 0.153
H -5.413 -1.531 -0.125
H -5.140 -0.288 -1.377
H 3.120 0.229 1.749
H 5.357 -0.742 1.255
H 5.686 -2.031 -0.833
H 3.827 -2.346 -2.402
H 0.485 -2.122 -3.669
H 1.736 -3.168 -2.959
H 2.202 -1.700 -3.864
*
```

---

A single C5H7O6P molecule in a non-equilibrium geometry, computed with ωB97M-V/def2-TZVPD.

Strongest force on any atom   4.855 eV/Å
SMILES   O=C1O[C@@H](CO)[C@H](O)C(=O)P1O
E_tot   -26870.386 eV
Orbital gap   9.453 eV
LUMO energy   0.3 eV

```
! wB97M-V def2-TZVPD RIJCOSX def2/J DEFGRID3
* xyz 0 1
O 1.496 2.361 -0.151
C 1.011 1.385 0.258
O -0.133 1.210 0.879
C -1.015 0.061 0.658
C -1.625 0.192 -0.767
O -2.364 1.367 -0.808
C -0.211 -1.246 0.835
O 0.568 -1.051 1.969
C 0.863 -1.208 -0.333
O 0.711 -1.470 -1.495
P 2.270 -0.229 0.260
O 3.062 -0.032 -1.114
H -1.601 -0.002 1.594
H -2.326 -0.779 -1.003
H -0.870 0.168 -1.595
H -1.759 2.026 -0.505
H -0.840 -2.116 0.829
H 0.167 -0.364 2.481
H 2.595 -0.276 -1.993
*
```

---

A single C3H4FN molecule in a non-equilibrium geometry, computed with ωB97M-V/def2-TZVPD.

Strongest force on any atom   3.229 eV/Å
SMILES   C[C@@H](F)C#N
E_tot   -7382.119 eV
Orbital gap   12.489 eV
LUMO energy   0.7 eV

```
! wB97M-V def2-TZVPD RIJCOSX def2/J DEFGRID3
* xyz 0 1
C -1.036 -0.098 0.286
C 0.313 0.381 -0.276
F 0.514 1.674 0.166
C 1.540 -0.360 -0.001
N 2.434 -1.075 0.028
H -1.069 0.232 1.263
H -0.917 -1.246 0.318
H -1.936 0.299 -0.357
H 0.156 0.193 -1.426
*
```

---

A gas-phase ion, C4H10N3O (charge +1) in a non-equilibrium geometry, computed with ωB97M-V/def2-TZVPD.

Strongest force on any atom   4.925 eV/Å
SMILES   C/C=N\N(C)C([NH3+])=O
E_tot   -10818.423 eV
Orbital gap   10.338 eV
LUMO energy   -3.8 eV

```
! wB97M-V def2-TZVPD RIJCOSX def2/J DEFGRID3
* xyz 1 1
C 0.305 -1.552 1.337
C 0.016 -1.430 -0.144
N 0.393 -0.544 -0.978
N 1.540 0.239 -0.567
C 2.794 -0.253 -0.066
C 1.289 1.480 -0.236
N 0.395 2.164 -1.245
O 1.925 2.340 0.224
H 0.339 -0.614 1.730
H 1.369 -1.856 1.512
H -0.254 -2.283 1.892
H -0.664 -2.204 -0.507
H 2.693 -0.474 1.117
H 2.882 -1.154 -0.645
H 3.530 0.537 -0.206
H 0.961 3.004 -1.537
H -0.544 2.494 -0.753
H 0.287 1.460 -2.070
*
```

---

2 unconnected molecules or ions with the total composition C2H5NO4 in a non-equilibrium geometry, computed with ωB97M-V/def2-TZVPD.

Strongest force on any atom   1.073 eV/Å
SMILES   O=CNC(=O)O.O
E_tot   -11835.975 eV
Orbital gap   11.391 eV
LUMO energy   0.5 eV

```
! wB97M-V def2-TZVPD RIJCOSX def2/J DEFGRID3
* xyz 0 1
O 0.665 1.456 1.004
C -0.390 0.870 1.176
N -0.561 -0.442 0.952
C 0.364 -1.301 0.327
O 0.153 -2.475 0.270
O 1.475 -0.745 -0.133
H -1.267 1.409 1.550
H -1.515 -0.757 1.029
H 1.518 0.186 0.177
O -0.314 0.525 -1.790
H -0.528 0.124 -2.633
H 0.399 1.151 -1.929
*
```

---

4 unconnected molecules or ions with the total composition C38H48Br2FIN7O8 in a non-equilibrium geometry, computed with ωB97M-V/def2-TZVPD.

Strongest force on any atom   2.839 eV/Å
E_tot   -217879.783 eV
Orbital gap   6.933 eV
LUMO energy   -3.5 eV

```
! wB97M-V def2-TZVPD RIJCOSX def2/J DEFGRID3
* xyz 1 1
C -0.907 4.193 3.742
C -0.899 2.653 3.695
C -0.399 2.167 2.325
N -1.221 2.870 1.374
C -1.122 2.485 -0.030
C -2.439 1.982 -0.607
C -3.462 3.132 -0.652
C -4.866 2.507 -0.804
C -5.399 2.121 0.588
N -5.566 0.687 0.815
C -5.470 0.172 2.061
C -5.703 -1.161 2.018
C -5.937 -1.463 0.660
C -5.841 -0.332 -0.057
C 0.087 1.564 -0.238
I 1.841 2.798 -0.432
N 0.192 0.390 0.723
C 1.556 -0.224 0.630
C 1.941 -0.678 -0.779
C 1.124 -1.856 -1.249
F 1.270 -2.942 -0.413
C -0.423 0.594 2.088
O -1.805 0.338 1.965
N -2.079 -1.065 1.749
O -2.700 -1.215 0.786
C 0.174 -0.087 3.371
Br -1.199 -0.338 4.777
C 0.932 -1.431 3.418
C 0.389 -2.618 2.645
Br 2.901 -1.230 3.264
H -0.788 4.481 4.784
H -0.113 4.651 3.163
H -1.886 4.553 3.451
H -1.916 2.296 3.844
H -0.266 2.315 4.505
H 0.662 2.441 2.299
H -2.176 2.825 1.707
H -0.884 3.380 -0.602
H -2.875 1.195 0.003
H -2.271 1.666 -1.637
H -3.430 3.711 0.266
H -3.245 3.789 -1.492
H -4.728 1.615 -1.410
H -5.536 3.183 -1.321
H -4.776 2.518 1.381
H -6.378 2.586 0.704
H -5.276 0.729 2.961
H -5.726 -1.848 2.839
H -6.172 -2.433 0.261
H -5.949 -0.165 -1.110
H -0.050 1.144 -1.224
H -0.382 -0.312 0.245
H 2.333 0.296 1.170
H 1.464 -1.197 1.100
H 2.975 -1.000 -0.702
H 1.905 0.096 -1.543
H 0.060 -1.629 -1.381
H 1.483 -2.142 -2.235
H 0.847 0.625 3.830
H 0.907 -1.760 4.442
H 1.080 -3.453 2.668
H -0.524 -2.943 3.138
H 0.122 -2.412 1.612
C 7.655 -2.953 -3.160
C 7.708 -2.131 -4.277
C 6.831 -1.067 -4.399
C 5.911 -0.838 -3.391
C 5.842 -1.651 -2.274
C 6.721 -2.715 -2.161
N 4.995 0.303 -3.510
O 5.068 0.986 -4.506
O 4.207 0.509 -2.598
H 8.344 -3.782 -3.069
H 8.435 -2.321 -5.053
H 6.870 -0.426 -5.268
H 5.118 -1.463 -1.495
H 6.680 -3.358 -1.293
C -6.175 1.634 7.965
C -7.195 2.406 7.425
C -6.938 3.251 6.358
C -5.655 3.304 5.845
C -4.625 2.549 6.375
C -4.890 1.707 7.442
N -5.375 4.176 4.696
O -6.279 4.849 4.256
O -4.242 4.160 4.243
H -6.382 0.971 8.795
H -8.194 2.348 7.835
H -7.729 3.852 5.936
H -3.626 2.607 5.967
H -4.096 1.108 7.866
C 5.693 -3.563 -10.040
C 6.732 -2.990 -9.319
C 7.142 -3.556 -8.123
C 6.503 -4.694 -7.667
C 5.463 -5.275 -8.369
C 5.057 -4.702 -9.563
N 6.948 -5.312 -6.409
O 7.851 -4.769 -5.801
O 6.390 -6.326 -6.049
H 5.378 -3.122 -10.976
H 7.226 -2.103 -9.692
H 7.951 -3.112 -7.563
H 4.972 -6.163 -7.997
H 4.247 -5.146 -10.124
*
```

---

A molecular structure, C16H30AgO10S4 in a non-equilibrium geometry, computed with ωB97M-V/def2-TZVPD.

Strongest force on any atom   2.720 eV/Å
E_tot   -84882.643 eV
Orbital gap   1.946 eV
LUMO energy   5.0 eV

```
! wB97M-V def2-TZVPD RIJCOSX def2/J DEFGRID3
* xyz -3 1
Ag 0.211 -16.989 7.071
O -2.774 -13.927 4.703
C -3.048 -14.561 5.815
C -1.980 -14.780 6.960
O -0.646 -14.749 6.767
H -3.371 -15.652 5.547
H -3.974 -14.147 6.357
H -2.338 -15.775 7.406
H -2.244 -14.022 7.794
C 4.743 -15.926 6.033
C 5.885 -15.759 6.845
C 5.661 -15.622 8.398
O 6.646 -15.482 9.114
C 4.368 -15.735 8.882
C 3.227 -15.977 8.070
C 3.398 -16.027 6.543
O 2.419 -16.147 5.819
O 2.092 -16.113 8.525
O 7.043 -15.741 6.422
H 4.926 -15.971 4.959
H 4.215 -15.693 9.955
C 3.815 -19.638 7.807
S 2.400 -20.048 6.850
O 1.252 -19.148 7.073
C 3.095 -19.597 5.277
H 3.546 -19.776 8.852
H 4.154 -18.619 7.662
H 4.617 -20.306 7.482
H 3.504 -18.581 5.370
H 2.330 -19.582 4.512
H 3.890 -20.312 5.043
C -0.410 -18.702 2.400
S -0.361 -18.240 4.144
O -0.344 -16.818 4.205
C -2.057 -18.706 4.453
H -1.357 -18.395 1.952
H -0.301 -19.791 2.292
H 0.441 -18.227 1.919
H -2.342 -18.324 5.431
H -2.211 -19.791 4.434
H -2.668 -18.141 3.740
C -1.528 -20.643 8.398
S -2.583 -19.193 8.200
O -1.614 -18.111 7.936
C -3.000 -19.042 9.940
H -1.159 -20.904 7.412
H -2.091 -21.479 8.826
H -0.715 -20.326 9.047
H -3.638 -18.176 10.049
H -2.047 -18.863 10.436
H -3.465 -19.970 10.264
C -1.495 -13.931 11.833
S -0.980 -15.640 11.782
O -2.119 -16.450 12.300
C -0.964 -15.766 10.026
H -1.071 -13.534 12.760
H -2.578 -13.851 11.916
H -1.113 -13.384 10.978
H -2.025 -15.800 9.736
H -0.532 -16.695 9.695
H -0.567 -14.852 9.591
*
```

---

2 unconnected molecules or ions with the total composition C4H7NO in a non-equilibrium geometry, computed with ωB97M-V/def2-TZVPD.

Strongest force on any atom   1.112 eV/Å
SMILES   N#CC1CC1.O
E_tot   -7797.946 eV
Orbital gap   10.849 eV
LUMO energy   0.4 eV

```
! wB97M-V def2-TZVPD RIJCOSX def2/J DEFGRID3
* xyz 0 1
N -2.953 1.321 -0.924
C -1.969 0.808 -0.591
C -0.742 0.173 -0.171
C 0.558 0.568 -0.835
C -0.037 -0.772 -1.115
H -0.689 -0.075 0.884
H 1.425 0.608 -0.184
H 0.510 1.323 -1.613
H 0.424 -1.641 -0.658
H -0.493 -0.940 -2.086
O 1.296 -0.483 2.070
H 1.493 -1.181 2.706
H 1.134 0.302 2.608
*
```